{
  "formula": "C20H30N4O4S2",
  "method": "the ωB97M-V functional and the def2-TZVPD basis",
  "gap_ev": 8.88,
  "homo_energy_ha": -0.3283,
  "smiles": "CN(C1CCCCC1)S(=O)(=O)c1ccc(S(=O)(=O)N2CCN(CCC#N)CC2)cc1",
  "symbols": ["C", "H", "O", "H", "C", "N", "C", "H", "C", "H", "C", "H", "H", "C", "H", "H", "H", "C", "O", "C", "H", "S", "H", "H", "C", "C", "C", "O", "N", "C", "H", "H", "H", "H", "H", "C", "C", "H", "C", "N", "C", "H", "H", "H", "H", "C", "H", "C", "O", "C", "N", "H", "S", "H", "H", "C", "H", "H", "H", "H"],
  "xyz": [[1.288743, 1.774548, 0.829396], [7.674139, -0.716938, -1.148054], [3.502807, 3.139464, 1.285991], [1.065238, 0.156833, 2.188734], [6.765406, -1.207127, -0.788760], [-3.429317, 0.145731, -0.137482], [-0.686321, 2.685209, -0.150184], [-4.481437, -2.372154, -0.714272], [4.821087, 1.980178, -0.974733], [-1.205130, 3.380891, -0.791001], [4.383265, -0.803742, -0.567014], [-8.030676, -0.279809, -0.550223], [6.885785, 1.391116, -0.752441], [0.548636, 0.847671, 1.540655], [6.578367, -2.081622, -1.420150], [8.032603, -2.071913, 0.749838], [1.314451, 3.405877, -0.532533], [-4.687627, -0.462679, 0.277744], [-3.785216, 1.831570, 1.710653], [-0.830794, 0.839202, 1.402867], [4.309914, -0.901706, 0.526024], [-3.217539, 1.719775, 0.401309], [-7.303447, -0.190398, 1.056180], [-1.984131, 0.322078, -1.592385], [-5.890742, -0.013873, -0.553444], [-5.877296, -2.560079, 0.907429], [-4.597814, -1.988285, 0.301222], [-3.605549, 2.681218, -0.593426], [5.675932, -0.284988, -0.983263], [-1.426792, 1.754790, 0.555974], [4.930997, 2.978194, -0.551256], [-5.974004, -2.214128, 1.938321], [-3.727446, -2.295163, 0.882916], [-8.004890, -2.509454, 0.561331], [-5.822545, -3.650520, 0.921948], [-7.170868, -0.587483, 0.047946], [0.692869, 2.696613, -0.010657], [-3.125609, -1.009959, -1.840358], [-7.096256, -2.110963, 0.106226], [5.402304, -3.598143, 1.309692], [6.109219, -2.739229, 1.042673], [-3.619735, 0.673538, -2.176708], [6.899600, -0.852103, 1.364784], [-1.453018, 0.142116, 1.940136], [5.845127, 1.063303, 0.665120], [3.277073, 0.141430, -1.040979], [2.312644, -0.179960, -0.643915], [7.013290, -1.686098, 0.668016], [3.474724, 0.757714, 1.885205], [5.900120, 1.041927, -0.436405], [3.500204, 1.506115, -0.612767], [3.233811, 0.145572, -2.134359], [3.074683, 1.806657, 0.987210], [4.873412, 2.028758, -2.065778], [4.240038, -1.788206, -1.018233], [-3.030488, 0.025043, -1.521877], [-7.028971, -2.509615, -0.908835], [-5.926457, 1.077464, -0.566366], [-4.823269, -0.106256, 1.303704], [-5.783107, -0.368011, -1.581367]],
  "forces_ev_per_a": [[0.456, -0.059, 0.009], [-0.018, -0.095, 0.035], [-0.026, 0.218, -0.166], [-0.026, -0.117, 0.080], [0.104, -0.031, -0.054], [0.295, 0.928, 0.535], [-0.035, 0.100, -0.056], [0.051, -0.050, -0.077], [0.591, 0.329, 0.249], [0.030, 0.103, -0.102], [-0.246, -0.009, -0.058], [-0.030, 0.059, 0.074], [-0.010, 0.019, 0.050], [0.020, -0.077, 0.110], [0.124, 0.039, 0.064], [-0.050, 0.082, 0.060], [-0.020, 0.124, -0.139], [-0.416, -0.169, 0.129], [-0.007, -0.216, 0.193], [0.086, 0.016, 0.074], [0.005, -0.095, -0.179], [0.387, -0.257, -0.064], [-0.063, 0.054, 0.059], [0.048, -0.089, -0.204], [-0.009, 0.095, 0.335], [-0.007, -0.115, -0.323], [0.045, 0.221, 0.261], [0.215, -0.067, -0.141], [-0.035, 0.076, -0.083], [-0.441, -0.033, -0.093], [0.141, 0.003, -0.174], [0.001, -0.034, 0.097], [0.071, -0.011, -0.029], [-0.031, -0.053, -0.070], [0.012, 0.007, 0.092], [0.023, -0.140, -0.312], [-0.086, 0.074, 0.011], [0.043, -0.031, 0.028], [-0.063, 0.106, 0.305], [-0.341, -0.387, 0.104], [-0.100, -0.282, 0.218], [0.039, -0.118, -0.072], [0.105, -0.046, 0.006], [0.021, -0.155, 0.102], [0.145, -0.003, -0.049], [-0.051, -0.667, 0.037], [-0.026, -0.149, -0.157], [0.378, 0.561, -0.379], [-0.249, -0.142, -0.085], [-0.044, 0.154, -0.197], [-0.427, 0.385, 0.908], [-0.057, -0.003, 0.079], [-0.332, 0.065, -0.404], [-0.033, 0.001, 0.070], [-0.037, 0.002, 0.046], [0.092, 0.077, -0.435], [-0.036, -0.052, -0.064], [-0.039, 0.015, -0.106], [-0.155, -0.195, -0.054], [0.021, 0.032, -0.093]],
  "nbo_charge": [-0.3137, 0.2050, -0.9341, 0.2512, -0.1835, -0.6732, -0.1829, 0.1920, -0.2371, 0.2511, -0.2594, 0.2112, 0.2080, -0.1988, 0.2079, 0.2566, 0.2437, -0.0569, -0.9325, -0.1279, 0.2063, 2.3150, 0.1994, 0.2119, -0.4262, -0.3928, -0.4052, -0.9429, -0.4477, -0.3213, 0.2402, 0.1979, 0.2156, 0.2104, 0.2107, -0.3943, -0.1790, 0.2145, -0.3961, -0.3306, 0.2873, 0.2061, 0.2531, 0.2351, 0.1795, -0.2347, 0.2171, -0.5558, -0.9457, -0.2470, -0.6674, 0.2114, 2.3102, 0.2094, 0.2147, -0.4324, 0.1922, 0.2244, 0.2349, 0.1952]
}

---

{
  "formula": "C20H30N5O4PtS2",
  "method": "the ωB97M-V functional and the def2-TZVPD basis",
  "spin_multiplicity": 2,
  "gap_ev": [3.58, 3.34],
  "homo_energy_ha": [0.0448, 0.0538],
  "total_charge": -2,
  "symbols": ["C", "H", "H", "H", "C", "C", "H", "O", "N", "C", "H", "C", "H", "H", "H", "C", "H", "O", "C", "C", "H", "N", "H", "H", "H", "N", "H", "H", "H", "S", "H", "H", "H", "C", "N", "O", "Pt", "O", "C", "C", "H", "H", "C", "C", "C", "H", "H", "C", "H", "H", "C", "C", "H", "H", "H", "H", "C", "S", "H", "N", "C", "C"],
  "xyz": [[-1.000687, -3.559877, -2.880421], [-1.910415, -4.105102, -4.763548], [-3.202686, 0.592332, -4.247143], [-3.207515, 2.156479, 3.950767], [-2.020195, -3.345013, -3.985205], [1.933108, 2.989721, 1.442067], [5.751845, 0.689679, -1.802736], [-3.371847, -0.251996, 2.876734], [-1.591064, -0.377173, -1.282817], [-1.820255, -1.958778, -4.566604], [-3.173455, 0.348587, 5.635096], [1.194326, 1.663930, -0.405610], [-1.736515, 1.615879, -0.805033], [-0.060942, -0.773211, 3.734168], [1.519427, 3.905137, 1.869359], [-2.104222, 0.933027, -1.574865], [-2.552409, -1.754391, -5.355328], [1.051841, 1.262099, -1.549677], [-1.522245, -1.196357, -2.240174], [-1.026054, 0.096096, 5.520990], [-0.828971, -2.609130, -0.986732], [-0.980920, -2.429428, -1.988315], [2.370635, -1.951241, -1.065690], [5.563171, 1.371594, 0.637689], [1.424979, 3.774137, -0.539244], [3.087810, -0.890228, 0.551485], [-3.032097, -3.410130, -3.575525], [-1.232390, -4.453345, -2.295498], [-0.140429, 0.735072, 5.571994], [-2.005672, 0.394295, 2.975922], [-0.013427, -3.727015, -3.336615], [-0.562736, 1.434279, -2.947619], [-2.035240, 2.399504, -3.187796], [-2.147709, 0.410843, -4.001638], [-1.992061, -0.961990, -3.535190], [2.219827, -1.434334, 1.355945], [-0.104498, -0.898843, 0.907743], [0.717751, 1.612242, 3.001565], [-1.045621, -0.606253, 4.163228], [1.956832, 2.940129, -0.075376], [4.071829, -1.042488, -2.634891], [2.947128, 2.871248, -0.527722], [3.960188, 0.072734, 1.028387], [3.152032, -1.266764, -0.769876], [5.029070, 0.237098, -1.139866], [-1.435388, 2.403013, 4.164538], [2.910758, 2.823055, 1.898467], [-2.265081, 1.690201, 4.237586], [-0.971242, -0.624059, 6.341535], [-3.204968, 0.943623, -1.507426], [-2.277276, 0.972459, 5.579521], [4.909762, 0.619274, 0.207822], [-1.595647, -1.549725, 4.141434], [-0.820764, -1.888506, -5.031142], [-1.579067, 0.528297, -4.934449], [3.811785, 0.321696, 2.067343], [-1.657799, 1.399649, -2.953742], [-0.877170, -2.963128, 1.221614], [-2.284074, 1.653399, 6.436641], [0.678394, 1.081002, 0.737185], [1.037883, 1.818828, 1.833956], [4.090371, -0.732130, -1.597268]],
  "forces_ev_per_a": [[-0.084, 0.285, 0.184], [-0.006, -0.008, -0.026], [-0.054, 0.015, -0.004], [0.008, 0.089, 0.077], [-0.029, -0.062, -0.026], [0.090, 0.127, -0.008], [0.021, -0.034, 0.007], [0.423, 0.278, 0.275], [-0.491, 0.956, 0.097], [0.028, 0.123, 0.121], [0.000, -0.024, 0.009], [-0.504, -0.465, 0.226], [0.011, 0.045, 0.032], [-0.028, -0.002, -0.107], [0.025, 0.015, -0.038], [-0.004, -0.065, 0.022], [-0.031, -0.017, -0.022], [0.325, 0.162, 0.231], [0.155, -0.873, -0.175], [-0.088, -0.028, -0.058], [0.015, -0.017, 0.216], [0.014, -0.221, -0.528], [0.014, -0.042, 0.063], [0.019, -0.021, -0.056], [0.051, 0.016, -0.020], [-0.571, -0.851, 1.610], [0.014, -0.007, 0.004], [-0.017, -0.038, 0.007], [0.007, 0.004, 0.017], [-0.591, -0.186, -0.375], [0.055, -0.007, -0.066], [-0.237, -0.020, -0.016], [-0.035, 0.047, -0.030], [0.104, -0.140, 0.133], [-0.094, 0.098, -0.361], [1.625, 0.575, -1.077], [-0.102, -0.582, 0.236], [0.145, 0.199, -0.245], [-0.014, -0.142, 0.005], [0.022, 0.117, 0.062], [0.056, 0.018, 0.011], [0.015, 0.042, 0.051], [-0.440, -0.149, -0.276], [-0.345, -0.019, 0.166], [-0.758, -0.539, 0.216], [-0.090, -0.110, -0.002], [0.021, 0.044, -0.021], [-0.019, 0.205, 0.177], [-0.032, -0.014, 0.027], [-0.018, 0.021, -0.018], [0.024, -0.006, -0.065], [0.121, 0.104, -0.450], [0.072, 0.011, 0.083], [0.020, -0.023, -0.033], [0.025, 0.036, -0.010], [0.006, -0.048, 0.021], [0.111, 0.035, -0.144], [0.120, 0.174, -0.005], [0.041, 0.045, 0.011], [0.431, 0.451, -0.075], [-0.262, -0.385, -0.051], [0.710, 0.811, -0.007]],
  "nbo_charge": [-0.1957, 0.1866, 0.1590, 0.2145, -0.4106, -0.5195, 0.1942, -1.0285, -0.5304, -0.1902, 0.2056, 0.6868, 0.1994, 0.2842, 0.2067, -0.2203, 0.1760, -0.6526, 0.5928, -0.4131, 0.4650, -0.6837, 0.2512, 0.1978, 0.2082, 0.0523, 0.2034, 0.2035, 0.2042, 1.2950, 0.1499, 0.2517, 0.1798, -0.1860, -0.4766, -0.4678, 0.2588, -0.6791, -0.6259, -0.5265, 0.2049, 0.2221, -0.1051, -0.0612, -0.3518, 0.2226, 0.2133, -0.6281, 0.1907, 0.1578, -0.4151, -0.2278, 0.2520, 0.1564, 0.1647, 0.2232, -0.4436, -0.9335, 0.1794, -0.7054, 0.6800, -0.2152]
}

---

Values for calculated total energy, eV, ordered as above
-57046.76870 -61781.72835
Values for ΔE to the lowest compared entry with this formula, charge and spin, eV, ordered as above
1.287 3.536